Entry 1:
Here is a molecular structure, C14H31CuN5O8 at a distorted geometry from the Open Molecules 2025 dataset. Energies are from wB97M-V/def2-TZVPD.

Summary:
Net charge: 0
HOMO level (spin up / spin down): -7.18 / -6.83 eV
Multiplicity: 2
⟨S²⟩: 0.76
HOMO-LUMO gap (spin up / spin down): 0.277 / 0.263 Ha

Last column: Mulliken charge in e.
Element x y z (Å)
Cu (0.22, 1.03, -0.39)  1.72
C (1.01, 3.51, -1.11)  0.74
O (-0.06, 2.91, -1.57)  -0.63
O (1.57, 2.80, -0.20)  -0.80
O (1.41, 4.62, -1.49)  -0.73
C (-4.08, 0.06, 0.15)  -1.22
C (-3.06, 1.17, 0.05)  0.66
O (-2.00, 1.01, -0.55)  -0.42
N (-3.34, 2.31, 0.70)  -0.14
C (-2.49, 3.50, 0.65)  -0.72
H (-4.42, -0.08, 1.18)  0.41
H (-3.59, -0.85, -0.16)  0.10
H (-4.97, 0.24, -0.45)  0.36
H (-4.15, 2.33, 1.29)  0.21
H (-2.44, 3.97, 1.63)  0.33
H (-2.95, 4.21, -0.04)  0.29
H (-1.50, 3.25, 0.27)  0.05
C (4.18, 0.23, 0.62)  -1.04
C (3.13, -0.72, 0.11)  0.59
O (1.97, -0.36, -0.05)  -0.42
N (3.50, -1.97, -0.23)  -0.22
C (2.54, -2.93, -0.78)  -0.56
H (3.72, 0.79, 1.43)  0.10
H (4.53, 0.91, -0.15)  0.27
H (5.02, -0.32, 1.07)  0.44
H (4.45, -2.28, -0.14)  0.23
H (1.71, -2.42, -1.25)  -0.05
H (2.23, -3.61, 0.00)  0.26
H (3.08, -3.49, -1.55)  0.36
C (0.55, 0.24, -4.63)  -1.51
C (-0.11, -0.41, -3.45)  0.48
O (0.19, -0.11, -2.30)  -0.57
N (-1.01, -1.37, -3.73)  -0.10
C (-1.70, -2.14, -2.72)  -0.50
H (1.34, 0.92, -4.33)  0.31
H (-0.17, 0.73, -5.27)  0.38
H (1.10, -0.54, -5.17)  0.41
H (-1.25, -1.54, -4.69)  0.25
H (-0.98, -2.80, -2.23)  0.15
H (-2.43, -2.81, -3.17)  0.39
H (-2.21, -1.52, -1.99)  -0.01
O (0.02, 1.16, 1.77)  -0.32
C (0.67, 1.58, 2.72)  0.56
N (1.73, 2.38, 2.48)  -0.27
C (0.33, 1.26, 4.15)  -1.39
H (1.83, 2.61, 1.49)  0.29
H (2.14, 2.99, 3.16)  0.19
H (0.85, 0.34, 4.42)  0.28
H (-0.73, 1.06, 4.29)  0.29
H (0.63, 2.06, 4.83)  0.43
O (-0.72, -1.36, 0.44)  -0.13
C (-0.79, -2.27, 1.24)  0.58
N (-1.54, -3.37, 0.96)  -0.41
C (0.05, -2.35, 2.48)  -1.12
H (-1.76, -4.08, 1.64)  0.17
H (-2.00, -3.40, 0.07)  0.22
H (-0.50, -2.19, 3.41)  0.39
H (0.80, -1.55, 2.45)  -0.08
H (0.49, -3.34, 2.60)  0.46


Entry 2:
Here is 3 unconnected molecules or ions with the total composition C4H14NO2 at a distorted geometry from the Open Molecules 2025 dataset. Energies are from wB97M-V/def2-TZVPD.

Summary:
Net charge: +1
HOMO level: -13.57 eV
HOMO-LUMO gap: 0.380 Ha

Last column: Mulliken charge in e.
Element x y z (Å)
C (-0.13, -2.15, 0.96)  -0.54
C (0.98, -1.22, 1.41)  -0.66
C (0.52, 0.09, 2.02)  -0.03
C (1.16, 1.24, 1.91)  -0.70
N (-0.76, -1.57, -0.32)  -0.24
H (0.25, -3.20, 0.84)  0.37
H (-0.97, -2.17, 1.69)  0.34
H (1.65, -1.75, 2.11)  0.39
H (1.75, -1.10, 0.68)  0.39
H (-0.41, -0.01, 2.65)  0.23
H (0.69, 2.21, 2.37)  0.24
H (2.16, 1.39, 1.39)  0.26
H (-0.86, -0.59, -0.38)  0.28
H (-0.20, -1.74, -1.09)  0.33
H (-1.60, -2.18, -0.53)  0.37
H (-1.17, 3.75, -3.21)  0.27
H (0.06, 2.99, -3.41)  0.26
O (-0.68, 3.05, -2.96)  -0.52
H (-0.16, 1.27, -1.62)  0.33
H (-1.58, 0.92, -2.34)  0.30
O (-0.71, 0.77, -2.17)  -0.66


Entry 3:
Here is a molecular structure, C37H49As2F6N2O6S2Ti from the Open Molecules 2025 dataset. Energies are from wB97M-V/def2-TZVPD.

Summary:
Net charge: -1
HOMO level: -4.74 eV
HOMO-LUMO gap: 0.245 Ha

Last column: Mulliken charge in e.
Element x y z (Å)
Ti (-0.19, 0.30, -1.15)  0.64
C (0.96, -2.79, 0.60)  -1.45
C (-0.38, -2.61, 1.06)  0.30
C (-1.16, -2.20, -0.04)  0.95
C (-0.23, -2.02, -1.15)  -1.98
C (1.06, -2.52, -0.75)  1.20
C (2.21, -3.01, -1.61)  2.19
C (2.26, -4.55, -1.46)  -1.88
C (3.56, -2.45, -1.16)  -1.45
C (2.00, -2.72, -3.10)  -1.98
C (-2.68, -2.21, -0.26)  3.10
C (-3.30, -3.53, 0.21)  -2.04
C (-3.43, -1.04, 0.44)  -1.94
C (-3.02, -2.18, -1.77)  -2.52
C (-0.72, -3.02, 2.50)  2.50
C (-1.85, -2.20, 3.13)  -1.39
C (0.50, -2.82, 3.41)  -2.25
C (-1.03, -4.53, 2.59)  -1.78
H (1.77, -3.17, 1.20)  0.52
H (-0.56, -2.07, -2.18)  0.66
H (2.47, -4.83, -0.43)  0.29
H (3.04, -4.97, -2.11)  0.44
H (1.30, -4.99, -1.75)  0.39
H (3.74, -2.68, -0.10)  0.21
H (3.60, -1.37, -1.29)  0.03
H (4.37, -2.90, -1.74)  0.50
H (1.06, -3.14, -3.45)  0.27
H (2.81, -3.18, -3.68)  0.50
H (2.00, -1.66, -3.32)  0.32
H (-3.32, -3.63, 1.29)  0.37
H (-2.75, -4.39, -0.20)  0.33
H (-4.33, -3.59, -0.13)  0.52
H (-4.28, -1.41, 1.02)  0.35
H (-3.80, -0.32, -0.29)  0.47
H (-2.77, -0.50, 1.12)  -0.15
H (-2.61, -3.06, -2.27)  0.36
H (-2.65, -1.28, -2.26)  0.38
H (-4.10, -2.19, -1.88)  0.47
H (-1.57, -1.15, 3.18)  -0.07
H (-2.04, -2.55, 4.15)  0.64
H (-2.79, -2.25, 2.58)  0.03
H (0.88, -1.80, 3.33)  0.40
H (1.30, -3.52, 3.18)  0.32
H (0.21, -2.98, 4.46)  0.53
H (-1.91, -4.83, 2.03)  0.22
H (-1.17, -4.82, 3.63)  0.49
H (-0.18, -5.10, 2.19)  0.29
C (2.82, -0.08, 1.65)  -1.37
As (1.15, 0.84, 1.28)  0.80
C (1.87, 2.64, 1.15)  -0.58
C (0.35, 0.98, 3.06)  0.10
C (1.04, 0.52, 4.18)  -0.59
C (0.49, 0.62, 5.45)  -0.75
C (-0.76, 1.20, 5.62)  -1.05
C (-1.44, 1.68, 4.51)  -1.01
C (-0.90, 1.58, 3.23)  0.13
As (-1.78, 2.34, 1.65)  2.08
C (-1.50, 4.21, 2.17)  -1.58
C (-3.68, 2.19, 2.16)  -1.69
H (3.40, 0.48, 2.38)  0.64
H (3.36, -0.09, 0.71)  0.14
H (2.63, -1.10, 1.98)  0.27
H (2.26, 2.94, 2.12)  0.45
H (1.09, 3.33, 0.82)  -0.47
H (2.67, 2.62, 0.41)  0.31
H (2.02, 0.07, 4.07)  0.26
H (1.04, 0.24, 6.31)  0.40
H (-1.20, 1.28, 6.61)  0.40
H (-2.40, 2.16, 4.66)  0.36
H (-1.96, 4.43, 3.13)  0.46
H (-1.94, 4.85, 1.40)  0.38
H (-0.43, 4.41, 2.22)  0.38
H (-3.80, 1.66, 3.10)  0.54
H (-4.20, 1.63, 1.38)  0.26
H (-4.11, 3.18, 2.24)  0.48
F (-0.36, 5.92, -2.49)  -0.23
C (0.19, 4.90, -1.84)  0.53
F (1.44, 4.75, -2.27)  -0.21
F (0.23, 5.21, -0.54)  -0.19
S (-0.75, 3.35, -2.13)  0.45
O (0.11, 2.42, -1.35)  0.41
O (-0.71, 3.12, -3.55)  -0.75
N (-2.07, 3.73, -1.48)  -0.31
S (-3.54, 3.01, -1.69)  0.53
O (-3.96, 2.94, -3.09)  -0.71
O (-1.75, 0.51, -1.45)  0.24
C (-4.42, 4.54, -1.07)  0.59
F (-5.74, 4.29, -1.12)  -0.24
F (-4.17, 5.62, -1.80)  -0.23
F (-4.11, 4.81, 0.21)  -0.19
O (4.33, 1.46, -1.01)  -0.74
C (3.54, 1.22, -1.89)  -0.49
N (2.24, 0.75, -1.74)  1.11
C (1.70, 0.66, -2.95)  0.15
O (0.52, 0.28, -3.11)  -0.76
C (2.64, 1.07, -4.03)  0.37
C (2.51, 1.15, -5.40)  -0.55
C (3.63, 1.60, -6.10)  -0.69
C (4.80, 1.96, -5.45)  -0.54
C (4.90, 1.88, -4.06)  -0.54
C (3.80, 1.43, -3.37)  0.04
H (1.59, 0.89, -5.89)  0.54
H (3.58, 1.69, -7.18)  0.43
H (5.65, 2.31, -6.03)  0.40
H (5.81, 2.16, -3.53)  0.51


Entry 4:
Here is 2 unconnected molecules or ions with the total composition C10H16 at a distorted geometry from the Open Molecules 2025 dataset. Energies are from wB97M-V/def2-TZVPD.

Summary:
Net charge: +1
HOMO level (spin up / spin down): -13.79 / -13.82 eV
Multiplicity: 2
⟨S²⟩: 0.77
HOMO-LUMO gap (spin up / spin down): 0.350 / 0.214 Ha

Last column: Mulliken charge in e.
Element x y z (Å)
C (-0.37, 3.64, -0.31)  -0.71
C (-0.55, 3.45, 1.19)  -0.81
H (-1.38, 3.66, -0.73)  0.28
H (0.03, 4.62, -0.42)  0.33
H (0.24, 2.85, -0.78)  0.19
H (-1.54, 3.80, 1.32)  0.32
H (0.16, 3.95, 1.83)  0.34
H (-0.11, 2.50, 1.69)  0.17
C (-1.27, -0.34, 1.02)  0.02
C (-2.59, -0.81, 0.46)  -1.25
C (-0.11, -0.85, 0.23)  0.75
C (1.02, -1.29, 0.95)  -0.43
C (-0.09, -0.84, -1.21)  -0.06
C (2.13, -1.62, 0.25)  -0.32
C (0.93, -1.38, -1.97)  -0.83
C (2.00, -1.83, -1.15)  -0.13
H (-1.15, 0.85, 0.91)  -0.06
H (-1.33, -0.65, 2.11)  0.35
H (-2.65, -1.88, 0.61)  0.37
H (1.04, -1.29, 2.04)  0.39
H (-0.97, -0.49, -1.78)  0.33
H (3.11, -1.71, 0.83)  0.37
H (0.86, -1.30, -3.02)  0.47
H (3.01, -2.39, -1.51)  0.29
H (-2.55, -0.87, -0.67)  0.26
H (-3.44, -0.34, 0.84)  0.39


Entry 5:
Here is a molecular structure, FH14O7Sn at a distorted geometry from the Open Molecules 2025 dataset. Energies are from wB97M-V/def2-TZVPD.

Summary:
Net charge: +1
HOMO level: -13.79 eV
HOMO-LUMO gap: 0.254 Ha

Last column: Mulliken charge in e.
Element x y z (Å)
Sn (8.58, -12.48, 0.39)  1.45
F (6.39, -13.48, -0.22)  -0.56
O (6.39, -13.22, -2.74)  -0.69
H (6.22, -14.12, -3.11)  0.31
H (6.32, -13.28, -1.76)  0.41
O (7.34, -15.57, -1.13)  -0.69
H (6.85, -14.86, -0.73)  0.23
H (6.70, -16.13, -1.55)  0.36
O (4.42, -14.72, 0.67)  -0.71
H (5.21, -14.25, 0.37)  0.30
H (3.74, -14.31, 0.17)  0.32
O (6.55, -16.66, 1.54)  -0.60
H (6.94, -16.92, 0.73)  0.33
H (5.90, -16.06, 1.21)  0.33
O (5.05, -11.87, 1.47)  -0.63
H (5.39, -12.36, 0.74)  0.31
H (4.70, -11.04, 1.08)  0.32
O (7.56, -13.02, 2.59)  -0.61
H (6.64, -12.71, 2.60)  0.37
H (7.60, -13.94, 2.84)  0.38
O (6.86, -10.73, -0.78)  -0.53
H (5.99, -10.95, -1.21)  0.31
H (6.82, -9.77, -0.49)  0.32


Entry 6:
Here is a molecular structure, C30H45BF5N8O5PbTe from the Open Molecules 2025 dataset. Energies are from wB97M-V/def2-TZVPD.

Summary:
Net charge: +1
HOMO level (spin up / spin down): -11.52 / -11.52 eV
HOMO-LUMO gap (spin up / spin down): 0.202 / 0.166 Ha

Last column: Mulliken charge in e.
Element x y z (Å)
Pb (0.29, 0.44, 0.15)  2.15
C (3.48, -4.15, -1.34)  -1.43
C (3.26, -2.84, -0.67)  0.70
C (4.20, -2.08, 0.00)  -1.01
C (3.52, -0.95, 0.47)  -1.15
N (2.24, -1.01, 0.08)  1.04
N (2.09, -2.18, -0.61)  0.20
B (0.74, -2.73, -1.10)  -1.19
N (0.13, -1.86, -2.28)  0.85
N (-0.54, -0.78, -2.09)  0.71
C (-1.05, -0.36, -3.34)  -0.75
C (-0.57, -1.20, -4.32)  -0.83
C (0.18, -2.16, -3.66)  0.77
C (0.95, -3.28, -4.20)  -1.53
C (-2.07, 0.73, -3.42)  2.25
C (-2.47, 0.95, -4.88)  -2.26
C (-1.57, 2.06, -2.83)  -1.36
C (-3.29, 0.25, -2.61)  -1.51
N (-0.28, -2.83, 0.04)  0.22
N (-0.91, -1.75, 0.59)  0.71
C (-1.82, -2.22, 1.44)  -1.01
C (-1.76, -3.62, 1.46)  -0.96
C (-0.78, -3.97, 0.56)  0.36
C (-0.31, -5.34, 0.18)  -1.43
C (-2.81, -1.35, 2.19)  2.77
C (-2.19, -0.74, 3.47)  -1.38
C (-4.02, -2.21, 2.59)  -2.20
C (-3.30, -0.23, 1.27)  -1.65
C (4.12, 0.10, 1.38)  2.79
C (3.59, 1.49, 1.07)  -1.41
C (3.76, -0.28, 2.83)  -1.67
C (5.64, 0.11, 1.24)  -2.25
H (4.51, -4.46, -1.19)  0.46
H (2.83, -4.93, -0.94)  0.17
H (3.30, -4.08, -2.41)  0.18
H (5.23, -2.32, 0.14)  0.55
H (0.92, -3.81, -1.56)  -0.20
H (-0.74, -1.15, -5.38)  0.70
H (0.81, -3.34, -5.28)  0.46
H (2.01, -3.13, -3.99)  0.16
H (0.66, -4.23, -3.74)  0.28
H (-1.61, 1.26, -5.48)  0.45
H (-2.90, 0.05, -5.32)  0.42
H (-3.22, 1.74, -4.94)  0.43
H (-0.72, 2.45, -3.39)  0.34
H (-2.39, 2.77, -2.87)  0.54
H (-1.26, 1.95, -1.79)  -0.07
H (-3.67, -0.69, -2.99)  0.39
H (-3.03, 0.12, -1.56)  0.05
H (-4.08, 1.00, -2.68)  0.48
H (-2.36, -4.30, 2.04)  0.51
H (-0.85, -6.07, 0.78)  0.43
H (-0.50, -5.55, -0.87)  0.24
H (0.75, -5.46, 0.37)  0.21
H (-1.38, -1.35, 3.85)  0.30
H (-1.79, 0.25, 3.27)  0.08
H (-2.95, -0.65, 4.24)  0.45
H (-3.73, -2.96, 3.33)  0.44
H (-4.77, -1.57, 3.05)  0.49
H (-4.46, -2.71, 1.73)  0.44
H (-2.48, 0.43, 0.98)  0.11
H (-3.76, -0.63, 0.36)  0.37
H (-4.04, 0.38, 1.79)  0.54
H (2.50, 1.53, 1.13)  -0.05
H (4.00, 2.20, 1.80)  0.53
H (3.88, 1.82, 0.07)  0.27
H (2.69, -0.41, 2.96)  0.08
H (4.25, -1.22, 3.11)  0.47
H (4.11, 0.50, 3.51)  0.43
H (5.94, 0.29, 0.20)  0.38
H (6.05, 0.91, 1.85)  0.46
H (6.09, -0.82, 1.57)  0.41
C (1.17, 5.00, -0.25)  -0.93
C (1.12, 4.42, 1.09)  0.05
N (0.71, 3.16, 1.37)  -0.07
C (0.88, 2.98, 2.66)  0.43
C (1.35, 4.20, 3.27)  0.09
N (1.49, 5.05, 2.25)  -0.03
C (1.72, 4.65, 4.66)  0.61
O (1.50, 3.81, 5.62)  -0.53
O (2.17, 5.77, 4.76)  -0.56
C (0.67, 1.65, 3.37)  0.54
O (0.60, 1.74, 4.61)  -0.85
O (0.58, 0.64, 2.64)  -0.31
H (1.44, 4.22, -0.96)  0.01
H (1.87, 5.83, -0.31)  0.41
H (0.18, 5.36, -0.53)  0.31
H (1.85, 6.00, 2.37)  0.27
H (1.13, 2.93, 5.26)  0.42
F (4.34, 0.95, -2.03)  -0.44
Te (2.81, 1.18, -3.07)  2.05
F (3.18, 3.00, -3.18)  -0.42
F (1.50, 1.19, -4.42)  -0.43
F (3.97, 1.01, -4.51)  -0.34
F (2.72, -0.71, -3.12)  -0.44
O (1.61, 1.41, -1.76)  -0.75